Entry 1:
Below is a molecular structure, C42H44As2BN8Ti, with properties calculated with ωB97M-V with the def2-TZVPD basis set.

XYZ file:
```
98
Properties=species:S:1:pos:R:3:mulliken_charge:R:1
Ti -0.37125 0.56771 0.35991 0.248
C -2.76874 -2.68766 -0.52250 -1.099
C -2.28302 -1.52218 -1.31637 0.268
C -2.04276 -1.44626 -2.70234 -1.495
C -1.66151 -0.15073 -2.93313 -0.509
N -1.67588 0.53004 -1.75429 2.225
N -2.04799 -0.34804 -0.74727 -0.493
B -1.93344 2.07605 -1.56715 -0.182
N -2.60498 2.27721 -0.16891 0.762
C -3.71822 2.95111 0.17703 -0.125
C -3.77474 3.04316 1.54926 -1.783
C -2.62885 2.37996 2.00363 0.612
C -2.15106 2.19030 3.40270 -1.264
N -1.94218 1.91561 0.96508 -0.034
N -0.50792 2.77467 -1.54148 0.832
C -0.19820 3.98380 -2.04515 -0.023
C 0.85852 4.50527 -1.33498 -1.631
C 1.14974 3.54462 -0.36257 0.338
C 2.14031 3.66932 0.74475 -1.372
N 0.34332 2.48964 -0.50772 0.707
N -2.78566 2.69904 -2.63986 0.093
C -3.28058 3.96772 -2.67437 -0.426
C -3.87507 4.15885 -3.88968 -1.434
C -3.71925 2.92337 -4.56174 0.773
C -4.20352 2.54747 -5.92099 -1.345
N -3.07336 2.05845 -3.80316 -1.101
H -3.51896 -3.22875 -1.09816 0.526
H -3.21984 -2.36037 0.41195 0.252
H -1.97234 -3.39841 -0.29261 0.047
H -2.17745 -2.22604 -3.43257 0.533
H -1.46326 0.37184 -3.85181 0.784
H -4.40619 3.30631 -0.57045 0.813
H -4.53979 3.52272 2.13461 0.502
H -1.97889 3.15301 3.88397 0.438
H -1.21156 1.63281 3.42611 0.034
H -2.87987 1.64994 4.00778 0.339
H -0.76494 4.39412 -2.86394 0.620
H 1.34222 5.45503 -1.48580 0.542
H 3.15996 3.45412 0.42357 0.164
H 1.89062 3.01112 1.57969 0.208
H 2.12775 4.69114 1.12183 0.534
H -3.15133 4.64858 -1.84751 0.801
H -4.36397 5.05115 -4.24179 0.426
H -4.54120 3.42800 -6.46359 0.371
H -5.03955 1.85129 -5.85323 0.274
H -3.41243 2.07159 -6.49906 0.340
C 1.22769 -1.32337 3.16458 -1.311
C 2.58848 -1.02899 2.56993 -1.053
As 2.58351 0.12044 0.95402 1.402
C 4.18607 1.09832 0.92438 0.133
C 4.77163 1.39324 -0.31752 -0.534
C 5.93746 2.13163 -0.36732 -0.823
C 6.50966 2.59875 0.81028 -0.397
C 5.91641 2.33842 2.04339 -0.975
C 4.75025 1.60459 2.10338 -0.208
C 2.60408 -0.93352 -0.66311 0.556
C 1.73522 -0.69866 -1.72286 -0.278
C 1.84537 -1.47097 -2.87350 -0.720
C 2.81531 -2.45638 -2.95939 -0.682
C 3.67977 -2.68546 -1.89591 -0.993
C 3.58009 -1.92652 -0.74133 -0.595
As -0.06266 -1.84805 1.78030 1.408
C -1.60198 -2.42584 2.77530 0.321
C -1.78463 -3.76103 3.12279 -0.486
C -2.91828 -4.13383 3.83093 -0.794
C -3.86503 -3.18132 4.18267 -0.604
C -3.68840 -1.85386 3.81778 -0.644
C -2.56087 -1.47473 3.10540 -0.296
C 0.75305 -3.44593 1.06850 0.683
C 0.61618 -3.73494 -0.28530 -0.380
C 1.15645 -4.90169 -0.80666 -1.011
C 1.85393 -5.77296 0.01676 -0.789
C 2.00979 -5.48066 1.36554 -0.784
C 1.45580 -4.32419 1.89271 -0.436
H 0.80917 -0.44754 3.66361 0.439
H 1.32053 -2.10610 3.91843 0.746
H 3.06709 -1.93400 2.18309 0.349
H 3.26576 -0.54454 3.27083 0.774
H 4.31222 1.03130 -1.22877 0.437
H 6.40403 2.35032 -1.31797 0.453
H 7.42287 3.17806 0.77066 0.434
H 6.37137 2.71790 2.94803 0.446
H 4.28117 1.42618 3.06336 0.376
H 0.99346 0.09863 -1.72479 0.834
H 1.17293 -1.28662 -3.70065 0.525
H 2.90677 -3.04857 -3.86048 0.455
H 4.43984 -3.45230 -1.96586 0.486
H 4.27022 -2.10714 0.07431 0.475
H -1.06057 -4.51394 2.83992 0.369
H -3.06274 -5.17096 4.10243 0.439
H -4.74883 -3.47539 4.73277 0.424
H -4.43792 -1.11695 4.07523 0.454
H -2.45402 -0.44419 2.78742 0.165
H 0.08951 -3.05230 -0.94260 0.327
H 1.03189 -5.12968 -1.85721 0.488
H 2.27400 -6.68456 -0.38741 0.439
H 2.55018 -6.16225 2.00897 0.485
H 1.56398 -4.12560 2.95319 0.380
```

Summary:
* Kohn-Sham gap (alpha / beta): 7.28 / 3.70 eV
* <S²>: 3.7663
* total charge: +2
* E_HOMO (alpha / beta): -12.4 / -13.0 eV
* 2S+1: 4
* E_tot: -201645.8192 eV

***

Entry 2:
Below is a molecular structure, C42H44BrCdN12O2S4 in a non-equilibrium geometry, with properties calculated with ωB97M-V with the def2-TZVPD basis set.

XYZ file:
```
106
Properties=species:S:1:pos:R:3:mulliken_charge:R:1
Cd 0.12740 -0.08095 -1.24305 2.279
Br -2.03899 6.39744 2.62399 -0.210
C -2.53752 4.75160 1.83749 -0.105
C -2.35687 3.55240 2.55645 -0.373
C -2.75574 2.37300 2.02292 -0.503
C -3.38232 2.24834 0.66876 -0.071
C -3.55003 3.57760 0.00220 -0.542
C -3.14166 4.74186 0.56595 -0.418
N -1.36457 1.80344 -0.82227 0.506
C -1.56129 2.43396 -2.09866 -1.578
C -1.38213 1.74188 -3.27098 0.970
C -1.74012 2.31613 -4.54533 -1.336
C -1.61276 1.59156 -5.68803 -0.263
C -1.09619 0.27446 -5.63750 -1.207
C -0.72775 -0.20635 -4.40464 -0.639
N -0.86233 0.46106 -3.25516 1.141
H -1.90802 3.57616 3.54186 0.444
H -2.62902 1.46041 2.59190 0.348
H -4.02603 3.59913 -0.96937 0.238
H -3.29309 5.67853 0.04530 0.440
H -1.80482 3.48871 -2.12530 0.176
H -2.12298 3.33071 -4.55831 0.432
H -1.90001 2.01897 -6.64258 0.388
H -0.96386 -0.32110 -6.53007 0.425
H -0.27703 -1.19209 -4.32342 0.342
S 1.70069 2.14686 -0.86170 -0.446
C 2.97683 1.89312 -2.00452 0.464
C 3.85320 2.96134 -2.23982 -0.834
C 4.93497 2.86512 -3.10151 0.494
C 5.85883 3.95221 -3.19369 -0.132
N 6.60716 4.82738 -3.21846 -0.598
C 5.12994 1.66904 -3.81676 0.452
C 4.26667 0.60527 -3.59791 -1.004
C 3.20552 0.66631 -2.68778 0.151
S 2.29540 -0.80039 -2.45160 -0.721
C 6.18767 1.55441 -4.77100 -0.115
N 7.03078 1.46171 -5.55027 -0.601
H 3.68122 3.88752 -1.70759 0.481
H 4.41861 -0.31855 -4.13990 0.466
C 3.06054 -1.84327 1.28129 -1.578
N 2.25486 -2.95367 1.61079 0.255
C 2.45712 -3.58040 2.92011 -0.484
C 1.17000 -4.37686 3.11155 -0.650
N 0.57445 -4.44859 1.77626 0.090
C 0.57245 -5.76273 1.12969 -1.066
C 1.07118 -3.36014 1.01443 -0.083
N 0.52606 -2.84683 -0.02116 0.099
C -0.76201 -3.42482 -0.40450 -1.183
C -1.56265 -2.69630 -1.47254 -0.961
N -1.93423 -1.35259 -1.09415 0.449
C -2.96544 -0.74789 -1.56979 -0.362
N -3.36663 0.47558 -1.08812 0.608
C -2.54778 1.21508 -0.16691 -0.131
C -4.38881 1.07114 -1.93334 -0.327
C -4.94008 -0.15336 -2.64779 -1.043
N -3.83941 -1.10347 -2.58029 0.170
C -4.14299 -2.44691 -3.01999 -1.235
H 4.02167 -1.97410 1.77101 0.698
H 1.75722 -0.27078 1.08681 -0.682
H 3.19250 -1.74009 0.20248 0.323
H 2.57904 -2.81539 3.68267 0.324
H 3.34724 -4.21883 2.89695 0.372
H 0.48887 -3.85156 3.78517 0.124
H 1.35449 -5.37082 3.51310 0.467
H 1.14824 -6.46947 1.73000 0.362
H 1.03359 -5.71696 0.14314 0.374
H -0.44236 -6.15075 1.02363 0.303
H -1.39269 -3.51057 0.48727 0.483
H -0.62122 -4.42699 -0.81120 0.386
H -2.43646 -3.33931 -1.58966 0.528
H -1.00684 -2.68858 -2.42071 0.047
H -2.17665 0.48050 0.54713 -0.572
H -4.36681 1.76566 0.78497 0.301
H -0.93476 2.44635 -0.16363 0.496
H -3.95570 1.78572 -2.63557 0.094
H -5.14753 1.57352 -1.33225 0.600
H -5.19044 0.05609 -3.68795 0.480
H -5.83246 -0.55272 -2.14503 0.383
H -4.82705 -2.37116 -3.86410 0.368
H -4.63122 -3.04408 -2.23915 0.340
H -3.25119 -2.96076 -3.36377 0.399
O -2.23195 -1.27174 2.62095 -0.665
C -1.70337 -1.08135 3.84638 0.461
C -2.51394 -1.26501 4.96395 -0.713
C -2.01257 -1.02560 6.23045 -0.359
C -0.69458 -0.61625 6.40744 -0.824
C 0.12794 -0.47698 5.30360 -0.412
C -0.36223 -0.71051 4.01994 -0.008
C 0.50184 -0.55378 2.81973 1.214
O -0.02738 -0.34375 1.69015 -0.172
N 1.80134 -0.69465 3.03049 -1.367
N 2.48727 -0.52781 1.78267 1.811
C 3.46419 0.58579 1.80839 0.308
S 5.14520 0.21755 1.36622 -0.229
C 5.77758 1.84208 1.91248 -0.553
C 4.63887 2.69889 2.45860 -0.616
S 3.39237 1.62857 3.23236 -0.078
H -1.54768 -0.97465 1.97231 -0.395
H -3.53949 -1.57840 4.81114 0.441
H -2.65838 -1.15912 7.08950 0.382
H -0.31683 -0.40510 7.39966 0.410
H 1.16115 -0.17347 5.40424 0.491
H 6.24972 2.32482 1.05891 0.344
H 6.53564 1.63589 2.66610 0.392
H 4.14199 3.23325 1.65116 0.207
H 4.99742 3.40422 3.20665 0.426
```

Summary:
* Kohn-Sham gap (alpha / beta): 4.72 / 4.87 eV
* total charge: -1
* E_HOMO (alpha / beta): -3.3 / -3.3 eV
* E_tot: -184191.3551 eV

***

Entry 3:
Below is a molecular structure, C42H45BN9O2PdS in a non-equilibrium geometry, with properties calculated with ωB97M-V with the def2-TZVPD basis set.

XYZ file:
```
101
Properties=species:S:1:pos:R:3:mulliken_charge:R:1
Pd -0.20030 -0.53946 -0.03175 -1.324
C -5.70317 -1.30322 -1.54712 -1.446
C -4.55055 -1.32904 -0.59774 0.442
C -4.52750 -1.72524 0.72432 -1.210
C -3.18905 -1.53751 1.14166 -0.742
N -2.48735 -1.06111 0.12859 2.124
N -3.29564 -0.93098 -0.92262 -0.835
B -2.71802 -0.38832 -2.24943 -0.609
N -1.63847 -1.38771 -2.75360 0.845
N -0.84391 -2.06551 -1.90532 -0.205
C -0.25542 -3.03087 -2.61045 -0.457
C -0.65802 -2.94689 -3.95934 -1.074
C -1.54395 -1.89669 -4.00591 0.509
C -2.25967 -1.37107 -5.20648 -1.382
C 0.56784 -4.10456 -2.04406 0.806
C 1.59073 -4.67688 -2.79861 -0.520
C 2.33876 -5.73231 -2.30001 -0.740
C 2.05440 -6.25141 -1.04513 -0.429
C 1.03141 -5.69327 -0.29150 -0.671
C 0.30056 -4.62471 -0.77918 0.160
N -2.19962 1.05602 -1.97218 1.024
N -1.74970 1.44164 -0.76908 0.112
C -1.68440 2.77391 -0.79176 -0.484
C -2.04962 3.25119 -2.06668 -1.145
C -2.38404 2.12705 -2.78290 0.454
C -2.89304 2.06702 -4.18505 -1.541
C -1.44596 3.61034 0.38464 1.164
C -1.71064 3.13302 1.67064 -0.180
C -1.54460 3.95157 2.77606 -0.623
C -1.12219 5.26597 2.62069 -0.501
C -0.87036 5.75505 1.34678 -0.885
C -1.03351 4.93635 0.24087 -0.508
C -2.52437 -1.76100 2.42911 0.058
C -1.13154 -1.61074 2.50777 1.445
C -0.49249 -1.79093 3.72209 -0.615
C -1.21019 -2.14349 4.85968 -0.644
C -2.58495 -2.30589 4.78147 -0.738
C -3.23798 -2.10557 3.57494 -0.646
H -6.59738 -1.66340 -1.04089 0.393
H -5.51107 -1.93669 -2.41477 0.254
H -5.89082 -0.29058 -1.90823 0.249
H -5.35604 -2.10769 1.29749 0.504
H -3.59164 -0.32446 -3.06364 -0.215
H -0.38788 -3.60727 -4.76725 0.514
H -2.15822 -2.08506 -6.02246 0.401
H -1.83268 -0.42015 -5.52986 0.096
H -3.31872 -1.20870 -5.00668 0.283
H 1.81362 -4.28023 -3.78290 0.365
H 3.15081 -6.14348 -2.88824 0.362
H 2.63774 -7.07833 -0.65827 0.366
H 0.81374 -6.09424 0.69064 0.396
H -0.47340 -4.16237 -0.18121 0.324
H -2.10998 4.27353 -2.40176 0.461
H -3.19131 3.06575 -4.49984 0.413
H -3.75174 1.40099 -4.26214 0.326
H -2.12127 1.70426 -4.86593 0.109
H -2.05424 2.11111 1.78071 0.463
H -1.75997 3.57160 3.76820 0.420
H -0.99878 5.90809 3.48443 0.387
H -0.54789 6.78166 1.21676 0.388
H -0.83191 5.32270 -0.75061 0.354
H -0.58117 -1.37871 1.55287 0.051
H 0.57978 -1.66544 3.79931 0.420
H -0.69754 -2.30002 5.80140 0.425
H -3.14997 -2.58916 5.66171 0.382
H -4.31443 -2.21934 3.52262 0.349
C 5.34008 1.64681 3.96141 -1.683
C 4.61631 0.89318 2.87683 1.367
C 3.71610 -0.11612 3.21103 -0.733
C 3.01329 -0.78019 2.22211 -0.729
C 3.17544 -0.44435 0.88791 -0.531
C 4.07515 0.54965 0.54123 -0.376
C 4.79865 1.19934 1.53374 -1.011
S 2.09478 -1.37025 -0.26151 2.238
C 3.51931 -1.81292 -1.34291 -1.163
O 1.84174 -2.60770 0.51257 -0.753
H 5.57955 0.98641 4.79500 0.459
H 4.70545 2.44838 4.34872 0.256
H 6.26206 2.09534 3.59183 0.375
H 3.56447 -0.38393 4.25108 0.394
H 2.32770 -1.58481 2.44948 0.687
H 4.21881 0.83072 -0.49556 0.204
H 5.52655 1.95296 1.25123 0.337
H 4.26971 -2.30207 -0.72441 0.379
H 3.90560 -0.91762 -1.82719 0.402
H 3.13379 -2.50726 -2.08467 0.251
C 2.50982 3.88382 1.84616 -1.139
N 2.09546 3.31457 0.59401 0.750
C 2.62804 3.75552 -0.66648 -0.440
C 2.15227 2.61944 -1.61170 0.031
O 2.41700 2.59685 -2.79778 -0.772
N 1.46144 1.71473 -0.87190 -0.055
C 1.46284 2.12405 0.39442 -1.418
N 0.91437 1.41652 1.38195 2.151
H 3.56119 3.65543 2.05335 0.269
H 1.89946 3.49453 2.65839 0.307
H 2.37691 4.96660 1.81577 0.356
H 3.72093 3.82284 -0.65876 0.303
H 2.21209 4.71928 -0.97450 0.281
H 0.17592 0.65577 1.02823 -0.467
H 0.81655 1.84538 2.28607 0.241
```

Summary:
* Kohn-Sham gap: 5.97 eV
* total charge: -1
* E_HOMO: -3.6 eV
* E_tot: -76785.4764 eV